Record 1
The following is a quantum chemistry calculation of C41H39Cl2N5P2S2Tl as an isolated structure, from OMol25.

Structure (XYZ):
```
92
C41H39Cl2N5P2S2Tl (ωB97M-V/def2-TZVPD)
Tl -0.270 -0.470 0.059
C 6.455 -0.627 -0.622
C 5.058 -0.279 -0.141
N 4.097 -0.493 -1.208
C 2.776 -0.690 -1.081
S 2.157 -0.704 0.547
N 2.102 -0.863 -2.194
N 0.756 -1.019 -2.072
C 0.140 -1.526 -3.077
C 0.854 -2.022 -4.292
C -1.342 -1.587 -3.012
C -2.102 -1.853 -4.149
C -3.485 -1.856 -4.047
C -4.065 -1.596 -2.818
C -3.236 -1.330 -1.741
N -1.912 -1.330 -1.830
H 7.170 -0.521 0.191
H 6.495 -1.655 -0.982
H 6.772 0.035 -1.429
H 4.783 -0.903 0.711
H 5.019 0.763 0.196
H 4.419 -0.441 -2.164
H 1.844 -2.377 -4.016
H 0.301 -2.822 -4.776
H 0.994 -1.211 -5.011
H -1.625 -2.038 -5.098
H -4.093 -2.055 -4.918
H -5.137 -1.589 -2.688
H -3.644 -1.094 -0.764
Cl -0.359 -3.236 1.146
C -2.027 -3.288 1.671
C -2.514 -4.533 2.027
C -3.820 -4.656 2.468
C -4.625 -3.532 2.544
C -4.118 -2.300 2.178
Cl -5.168 -0.922 2.296
C -2.800 -2.124 1.727
S -2.338 -0.463 1.365
H -1.864 -5.393 1.960
H -4.210 -5.623 2.751
H -5.648 -3.597 2.885
C 2.286 3.123 1.714
N 0.873 2.691 1.735
P 0.198 2.487 0.153
C 0.523 4.089 -0.640
C 0.294 5.289 0.032
C 0.470 6.491 -0.629
C 0.868 6.502 -1.961
C 1.106 5.312 -2.627
C 0.943 4.103 -1.963
C -1.614 2.632 0.358
C -2.366 2.066 -0.670
C -3.749 2.161 -0.671
C -4.395 2.806 0.371
C -3.653 3.374 1.398
C -2.270 3.302 1.384
P 0.427 1.365 2.778
C -0.668 2.140 4.014
C -0.584 3.483 4.372
C -1.403 3.998 5.363
C -2.314 3.170 6.008
C -2.405 1.833 5.653
C -1.588 1.320 4.658
C 1.864 1.031 3.858
C 2.337 -0.276 3.901
C 3.353 -0.636 4.777
C 3.908 0.313 5.617
C 3.431 1.619 5.598
C 2.409 1.970 4.736
H 2.425 3.870 0.933
H 2.969 2.287 1.535
H 2.544 3.587 2.662
H -0.021 5.277 1.068
H 0.293 7.422 -0.108
H 0.996 7.445 -2.476
H 1.426 5.321 -3.660
H 1.147 3.172 -2.478
H -1.872 1.542 -1.485
H -4.317 1.719 -1.480
H -5.475 2.870 0.384
H -4.153 3.879 2.215
H -1.706 3.759 2.181
H 0.113 4.133 3.854
H -1.331 5.042 5.634
H -2.953 3.569 6.783
H -3.120 1.189 6.148
H -1.678 0.279 4.373
H 1.900 -1.032 3.260
H 3.702 -1.660 4.804
H 4.699 0.037 6.301
H 3.845 2.357 6.272
H 2.015 2.977 4.768
```

Results
energy above the lowest of the compared OMol25 structures with the same formula, charge and spin	3.0	kcal per mole
charge	+1

Record 2
The following is a quantum chemistry calculation of a 8-piece molecular cluster, C4H25N2O8 overall, from OMol25.

Structure (XYZ):
```
39
C4H25N2O8 (ωB97M-V/def2-TZVPD)
O -0.295 -0.546 -1.741
C -0.024 -0.386 -0.547
C 0.939 0.638 -0.240
C 1.054 1.307 1.069
C 0.050 2.453 1.367
N -1.171 2.653 0.495
N 1.827 1.023 -1.323
H -0.688 -0.793 0.225
H -0.663 1.096 -2.387
H 2.042 1.722 1.260
H 1.013 0.611 1.915
H 0.575 3.399 1.438
H -0.377 2.418 2.367
H -1.643 3.526 0.771
H -1.932 2.029 0.838
H 2.349 1.882 -1.094
H 2.484 0.291 -1.642
H 1.324 1.387 -2.150
H 1.537 -1.315 -2.513
H 2.521 -2.360 -2.116
O 2.484 -1.428 -2.324
H 0.675 -1.225 1.937
H 0.404 -1.079 3.525
O 0.061 -0.923 2.639
H -1.577 2.413 -2.785
H -0.975 2.338 -0.469
O -0.764 2.050 -2.412
H 0.609 -4.384 -1.333
H -0.294 -3.199 -1.633
O 0.517 -3.432 -1.182
H -2.576 0.095 1.921
H -3.158 0.730 3.132
O -3.020 0.943 2.195
H 2.384 -2.562 1.052
H 1.386 -2.486 0.002
O 1.680 -1.953 0.788
H -1.440 -1.650 1.445
H -2.755 -2.191 1.822
O -2.342 -1.464 1.344
```

Results
expectation value of S²	0.76
multiplicity	2
energy above the lowest of the compared OMol25 structures with the same formula, charge and spin	0.0	kcal per mole
charge	+2

Record 3
The following is a quantum chemistry calculation of C11H25GaINO4PS2 as an isolated structure, from OMol25.

Structure (XYZ):
```
46
C11H25GaINO4PS2 (ωB97M-V/def2-TZVPD)
C -3.834 -4.780 2.039
C -2.479 -4.053 1.927
O -1.538 -4.592 2.860
C -1.834 -4.144 0.557
Ga 0.140 -3.725 0.492
I 1.012 -5.077 -1.629
C 0.519 -1.788 0.138
C 0.514 -0.954 1.418
C 0.522 0.560 1.169
S 2.197 1.128 0.725
C 1.913 1.919 -0.828
S 2.902 1.653 -2.097
N 0.823 2.779 -0.808
C 0.974 3.911 0.138
C 0.278 5.137 -0.417
O 0.868 5.520 -1.641
C 0.750 4.511 -2.651
C 0.266 3.173 -2.103
P 1.486 -4.499 2.281
O 1.386 -3.729 3.576
H -3.859 -5.382 2.952
H -4.672 -4.082 2.068
H -3.971 -5.474 1.208
H -2.666 -2.994 2.157
H -1.885 -4.511 3.760
H -2.021 -5.120 0.100
H -2.301 -3.404 -0.104
H -0.271 -1.430 -0.534
H 1.478 -1.688 -0.379
H 1.353 -1.232 2.060
H -0.400 -1.156 1.990
H -0.163 0.811 0.361
H 0.207 1.105 2.062
H 0.551 3.648 1.110
H 2.033 4.152 0.261
H -0.802 4.977 -0.528
H 0.422 5.965 0.278
H 1.715 4.424 -3.149
H 0.024 4.845 -3.399
H 0.459 2.394 -2.837
H -0.820 3.223 -1.980
H 2.837 -4.514 1.832
H 1.304 -5.898 2.454
O 1.215 5.932 -5.505
H 1.897 6.346 -4.967
H 1.469 6.110 -6.416
```

Results
energy	-4150.141258	hartree
charge	-1

Record 4
The following is a quantum chemistry calculation of a 2-piece molecular cluster, C2H3NOS2 overall, from OMol25.

Structure (XYZ):
```
9
C2H3NOS2 (ωB97M-V/def2-TZVPD)
C 2.552 0.504 -0.494
N 3.569 0.002 -0.126
S 4.686 -0.931 0.254
H 1.752 1.143 -0.142
O -1.125 1.036 -0.006
C -0.811 0.029 0.534
S -0.797 -1.584 -0.116
H -0.474 -0.207 1.563
H -1.368 -1.172 -1.383
```

Results
energy above the lowest of the compared OMol25 structures with the same formula, charge and spin	74.6	kcal per mole

Record 5
The following is a quantum chemistry calculation of a 3-piece molecular cluster, C3H12N2O2 overall, from OMol25.

Structure (XYZ):
```
19
C3H12N2O2 (ωB97M-V/def2-TZVPD)
C -0.355 0.534 -2.756
C -0.033 0.306 -1.248
C 1.116 0.439 -0.395
N 1.222 -0.129 0.947
N -1.173 -0.045 -0.388
H -1.196 1.248 -2.842
H -0.799 -0.338 -3.271
H 0.601 0.690 -3.327
H 1.981 0.911 -0.910
H 1.456 -1.139 1.046
H 2.052 0.201 1.350
H -1.393 0.795 0.203
H -1.906 -0.671 -0.816
H 0.179 1.199 1.854
H -0.413 2.336 2.426
O -0.642 1.453 2.240
H -0.317 -1.531 0.417
H -0.165 -3.227 0.792
O 0.043 -2.319 0.954
```

Results
expectation value of S²	0.76
multiplicity	2
energy above the lowest of the compared OMol25 structures with the same formula, charge and spin	56.7	kcal per mole
charge	+1

Record 6
The following is a quantum chemistry calculation of one molecule with the formula C3H6F2N2, from OMol25.

Structure (XYZ):
```
13
C3H6F2N2 (ωB97M-V/def2-TZVPD)
F 0.388 2.169 0.323
N -0.440 1.312 -0.494
C 0.245 0.182 -1.044
C 0.544 -0.737 0.172
N -0.512 -0.300 1.122
F -1.373 -1.432 1.380
C -1.350 0.705 0.450
H 1.096 0.526 -1.680
H -0.529 -0.178 -1.672
H 0.420 -1.850 -0.075
H 1.520 -0.678 0.582
H -1.829 1.319 1.272
H -2.167 0.187 -0.218
```

Results
energy above the lowest of the compared OMol25 structures with the same formula, charge and spin	103.9	kcal per mole

Record 7
The following is a quantum chemistry calculation of C28H35F3IrN4P2 as an isolated structure, from OMol25.

Structure (XYZ):
```
73
C28H35F3IrN4P2 (ωB97M-V/def2-TZVPD)
Ir -0.492 2.625 -0.200
C -1.760 1.770 -2.342
C -0.392 1.501 -1.760
C 0.707 1.880 -2.760
C 1.324 3.254 -2.467
C 0.826 3.795 -1.151
C -0.531 4.359 -0.993
C -1.518 4.461 -2.113
C -2.023 3.201 -2.886
C 0.953 2.109 1.047
H -1.808 1.114 -3.220
H -0.284 0.413 -1.587
H 0.283 1.847 -3.765
H 1.470 1.091 -2.751
H 2.410 3.158 -2.346
H 1.171 3.979 -3.283
H 1.605 4.256 -0.534
H -0.631 5.132 -0.221
H -1.136 5.123 -2.895
H -2.400 4.945 -1.672
H -3.097 3.349 -3.049
H -1.584 3.211 -3.896
H 0.774 2.716 1.952
H 1.907 2.426 0.604
H 1.002 1.043 1.317
P 1.783 -1.709 0.424
P -1.422 -0.892 0.186
N 3.244 -1.721 -0.434
N 2.465 -2.286 1.933
N -2.708 -0.209 -0.861
N -2.038 -1.770 1.757
C 0.664 -2.813 -0.524
C -0.838 -2.374 -0.698
C 4.263 -0.784 -0.136
C 5.484 -1.331 -0.504
C 5.227 -2.668 -1.011
C 3.852 -2.888 -0.933
C 2.810 -1.407 2.985
C 3.064 -2.174 4.128
C 2.895 -3.557 3.757
C 2.537 -3.595 2.409
C -2.843 1.242 -1.404
C -4.262 1.267 -1.869
C -4.925 0.198 -1.295
C -3.977 -0.681 -0.730
C -3.151 -2.538 2.076
C -2.864 -3.350 3.182
C -1.520 -3.073 3.567
C -1.045 -2.084 2.695
H 0.787 -3.802 -0.057
H 1.080 -2.876 -1.543
H -1.000 -2.083 -1.749
H -1.527 -3.200 -0.471
H 3.976 0.188 0.227
H 6.461 -0.871 -0.453
H 5.943 -3.343 -1.413
H 3.237 -3.704 -1.264
H 2.848 -0.351 2.820
H 3.333 -1.804 5.089
H 3.018 -4.404 4.401
H 2.354 -4.404 1.726
H -2.788 1.938 -0.539
H -4.618 2.094 -2.502
H -6.002 0.022 -1.263
H -4.167 -1.644 -0.268
H -4.074 -2.425 1.521
H -3.537 -4.064 3.636
H -0.938 -3.526 4.350
H -0.092 -1.577 2.676
F -2.114 3.320 2.003
C -1.693 2.115 1.485
F -1.086 1.443 2.519
F -2.874 1.397 1.336
```

Results
expectation value of S²	8.79
multiplicity	6
energy above the lowest of the compared OMol25 structures with the same formula, charge and spin	0.0	kcal per mole
charge	+2

Record 8
The following is a quantum chemistry calculation of C4H5N2 as an isolated structure, from OMol25.

Structure (XYZ):
```
11
C4H5N2 (ωB97M-V/def2-TZVPD)
C -1.655 0.487 0.049
C 0.595 2.148 0.728
C 0.333 0.804 0.112
C 0.778 -0.552 0.398
N -2.808 0.360 0.196
N 0.748 1.841 -0.582
H 0.701 -1.376 -0.304
H 0.314 -1.000 1.180
H 1.821 -0.554 0.599
H -3.706 0.020 0.091
H 1.127 2.012 -1.464
```

Results
energy above the lowest of the compared OMol25 structures with the same formula, charge and spin	104.1	kcal per mole
charge	+1

Record 9
The following is a quantum chemistry calculation of C42H87ClFGaO15PS as an isolated structure, from OMol25.

Structure (XYZ):
```
149
C42H87ClFGaO15PS (ωB97M-V/def2-TZVPD)
C 2.610 -0.992 0.914
C 2.278 0.387 0.344
C 3.324 1.376 0.909
C 2.404 0.372 -1.192
C 0.916 0.923 0.816
C -0.336 -0.003 0.772
C -0.348 -1.011 -0.387
C -0.450 -0.775 2.082
C -1.541 0.929 0.604
C -2.432 1.237 1.632
C -3.508 2.097 1.427
C -3.714 2.674 0.181
O -4.791 3.512 0.004
C -5.781 2.963 -0.863
C -6.351 1.660 -0.349
O -5.737 0.611 -1.058
C -6.016 -0.707 -0.535
C -4.767 -1.330 0.066
Ga -4.649 -3.327 -0.107
F -4.788 -4.089 1.520
S -2.620 -4.074 -0.919
P -6.202 -4.352 -1.613
O -6.156 -3.201 -2.843
Cl -8.062 -3.816 -0.815
C -2.828 2.401 -0.856
C -1.761 1.540 -0.637
H 2.371 -1.073 1.969
H 3.688 -1.143 0.826
H 2.152 -1.790 0.337
H 4.271 1.300 0.381
H 2.957 2.400 0.838
H 3.489 1.179 1.969
H 2.272 -0.626 -1.602
H 3.362 0.769 -1.515
H 1.636 1.004 -1.636
H 1.042 1.216 1.862
H 0.703 1.841 0.273
H -1.374 -1.328 -0.568
H 0.028 -0.598 -1.317
H 0.197 -1.916 -0.134
H 0.381 -1.458 2.223
H -0.449 -0.073 2.917
H -1.374 -1.347 2.145
H -2.309 0.804 2.612
H -4.193 2.330 2.229
H -5.359 2.774 -1.851
H -6.547 3.727 -0.964
H -7.436 1.636 -0.498
H -6.145 1.566 0.721
H -6.795 -0.619 0.224
H -6.428 -1.284 -1.359
H -4.688 -1.035 1.113
H -3.907 -0.877 -0.433
H -2.440 -3.136 -1.853
H -5.244 -3.079 -3.129
H -2.983 2.867 -1.818
H -1.085 1.353 -1.459
C -7.405 0.938 -9.844
O -7.156 -0.341 -9.316
C -5.930 -0.880 -9.773
C -5.477 -2.028 -8.899
O -4.861 -1.626 -7.692
C -5.723 -1.212 -6.637
C -6.401 -2.346 -5.908
O -7.516 -2.824 -6.648
C -7.927 -4.092 -6.186
H -7.453 0.918 -10.941
H -8.365 1.271 -9.456
H -6.632 1.652 -9.537
H -5.153 -0.105 -9.774
H -6.060 -1.246 -10.803
H -4.700 -2.563 -9.449
H -6.304 -2.718 -8.715
H -6.461 -0.490 -6.993
H -5.069 -0.707 -5.924
H -6.746 -1.997 -4.931
H -5.682 -3.161 -5.753
H -7.132 -4.836 -6.315
H -8.791 -4.390 -6.779
H -8.208 -4.063 -5.128
C 3.599 7.775 -1.450
O 2.483 7.606 -0.612
C 1.981 8.838 -0.130
C 0.578 8.679 0.407
O -0.425 8.647 -0.593
C -0.584 7.425 -1.300
C -1.317 6.355 -0.527
O -0.450 5.726 0.396
C -1.168 4.984 1.362
H 4.425 8.272 -0.925
H 3.926 6.785 -1.762
H 3.343 8.361 -2.341
H 1.975 9.585 -0.934
H 2.633 9.201 0.679
H 0.355 9.568 1.001
H 0.516 7.806 1.061
H 0.378 7.046 -1.654
H -1.191 7.681 -2.170
H -1.704 5.605 -1.232
H -2.168 6.806 -0.001
H -1.814 5.641 1.959
H -0.441 4.512 2.020
H -1.780 4.213 0.890
C 2.222 -0.533 5.028
O 3.588 -0.289 5.302
C 3.769 1.056 5.711
C 5.073 1.277 6.446
O 5.036 0.872 7.808
C 5.261 -0.500 8.082
C 6.726 -0.866 8.140
O 7.282 -1.015 6.848
C 8.690 -0.975 6.878
H 1.846 0.131 4.241
H 2.125 -1.565 4.695
H 1.617 -0.397 5.932
H 2.945 1.353 6.372
H 3.748 1.704 4.822
H 5.232 2.357 6.482
H 5.913 0.825 5.913
H 4.717 -1.142 7.386
H 4.857 -0.661 9.084
H 6.837 -1.809 8.693
H 7.264 -0.078 8.683
H 9.050 -0.013 7.262
H 9.047 -1.101 5.858
H 9.100 -1.780 7.499
C 5.158 -2.815 3.189
O 5.718 -3.915 2.496
C 6.131 -4.946 3.368
C 6.297 -6.244 2.612
O 5.076 -6.916 2.355
C 4.274 -6.408 1.300
C 4.753 -6.793 -0.079
O 5.831 -5.970 -0.491
C 6.523 -6.514 -1.587
H 5.870 -2.364 3.883
H 4.870 -2.076 2.445
H 4.265 -3.119 3.746
H 5.393 -5.088 4.167
H 7.092 -4.674 3.828
H 6.866 -6.927 3.248
H 6.865 -6.080 1.693
H 4.158 -5.325 1.375
H 3.294 -6.866 1.445
H 3.921 -6.680 -0.788
H 5.066 -7.845 -0.072
H 6.966 -7.486 -1.336
H 7.320 -5.820 -1.848
H 5.865 -6.641 -2.456
```

Results
energy	-6005.424398	hartree
charge	-1

Record 10
The following is a quantum chemistry calculation of an isolated ion of composition C4H5N4 and charge +1, from OMol25.

Structure (XYZ):
```
13
C4H5N4 (ωB97M-V/def2-TZVPD)
H -0.065 -1.982 0.110
N 0.160 -1.264 -0.557
C 0.139 -0.056 -0.418
C 0.553 0.942 -1.369
C 1.349 0.542 -2.355
N 2.223 0.285 -3.105
N -0.428 0.503 1.132
C -0.915 -0.110 2.117
N -1.239 -0.841 2.973
H 0.268 1.975 -1.288
H 2.287 -0.098 -4.031
H -0.151 1.472 1.244
H -1.987 -1.170 3.547
```

Results
energy above the lowest of the compared OMol25 structures with the same formula, charge and spin	43.8	kcal per mole
charge	+1

Record 11
The following is a quantum chemistry calculation of one molecule with the formula C3H8N2O, from OMol25.

Structure (XYZ):
```
14
C3H8N2O (ωB97M-V/def2-TZVPD)
C -0.380 2.011 1.653
N 0.093 1.550 0.455
N -0.151 0.281 0.092
C 0.409 -0.194 -0.954
O 0.323 -1.458 -1.348
C -0.269 -2.224 -0.281
H -1.010 2.857 1.607
H -0.982 1.146 2.184
H 0.504 2.067 2.421
H 0.870 2.119 -0.005
H 0.955 0.388 -1.653
H -1.284 -1.945 -0.058
H -0.173 -3.229 -0.699
H 0.375 -2.111 0.656
```

Results
energy above the lowest of the compared OMol25 structures with the same formula, charge and spin	81.2	kcal per mole

Record 12
The following is a quantum chemistry calculation of one molecule with the formula C6H10NO2P, from OMol25.

Structure (XYZ):
```
20
C6H10NO2P (ωB97M-V/def2-TZVPD)
C -0.897 -1.048 -0.916
C -1.475 0.037 0.089
C 0.461 -0.626 -1.560
C -0.652 1.347 0.040
C 1.515 -0.182 -0.550
C 0.754 1.162 0.518
N 1.616 -1.120 0.539
O 1.629 0.040 3.141
O 0.277 -0.528 3.009
P 1.065 -0.218 1.654
H -0.895 -1.953 -0.249
H -1.755 -1.230 -1.699
H -2.579 0.388 -0.090
H -1.418 -0.435 1.203
H 0.639 -1.583 -1.963
H 0.260 0.042 -2.283
H -0.860 1.676 -0.977
H -1.353 1.964 0.595
H 2.348 0.248 -1.121
H 1.320 2.019 0.621
```

Results
energy above the lowest of the compared OMol25 structures with the same formula, charge and spin	122.7	kcal per mole

For each record above, in turn, the calculated max |F| values are 0.0117, 0.0457, 0.0201, 0.1116, 0.0787, 0.0550, 0.0992, 0.0942, 0.0132, 0.0403, 0.1113, 0.0909 hartree/bohr.